[1]
13
Properties=species:S:1:pos:R:3:forces:R:3 method="wB97M-V/def2-TZVPD" total_energy_ha=-286.562685 molar_mass_g_mol=85.106 homo_lumo_gap_ev=10.71 relative_energy_kj_mol=181.1
O -3.09216 -0.44398 0.63380 0.7 0.9 -0.6
C -2.51209 0.36622 0.08888 -1.0 -0.9 0.6
H 0.55500 -1.65126 -1.43866 0.0 0.1 0.0
H 1.39078 1.09372 -0.33162 -0.1 -0.1 0.0
H -0.17515 1.57477 1.15319 0.1 -0.2 0.0
H -0.67088 0.32529 2.45287 0.2 0.0 0.0
C -0.08001 0.55765 1.56532 0.2 -0.2 0.1
H 2.28663 -0.43270 -0.23454 -0.2 0.1 0.0
H -0.63875 -0.39655 -1.09084 0.2 0.0 -0.2
C 1.28099 0.00278 -0.21493 0.1 0.0 -0.1
H 0.60418 -0.08154 -2.29327 0.1 -0.1 0.1
C 0.41214 -0.57217 -1.33567 0.0 0.0 -0.1
N 0.63931 -0.34222 1.04546 -0.2 0.4 0.2

[2]
80
Properties=species:S:1:pos:R:3:forces:R:3 method="wB97M-V/def2-TZVPD" total_energy_ha=-2374.056630 molar_mass_g_mol=780.524 total_charge=+1 homo_lumo_gap_ev=7.16 relative_energy_kj_mol=0.0
C 0.25855 -2.96067 0.58292 -0.1 0.1 0.0
H 2.66054 0.21825 0.90318 0.0 0.0 0.0
C -3.80433 1.28248 1.22011 0.0 0.1 0.0
N 2.43839 -2.44558 -2.32618 -0.1 0.0 0.0
C 1.59498 -2.77908 -0.00101 0.0 -0.1 -0.1
Cl -5.30326 -4.63151 -1.47614 0.0 0.0 0.0
C 3.17061 0.64184 -3.30883 0.0 0.0 0.0
H 3.91334 0.94606 1.96040 0.0 0.0 0.0
Tl -0.94000 -0.32625 -0.39563 0.0 -0.1 0.0
C -0.98753 2.99564 -0.51713 0.0 0.0 -0.1
C 0.12051 -2.48474 1.96862 0.0 -0.1 -0.1
O -1.77373 1.85938 -2.42760 0.0 0.0 -0.1
C 1.60945 2.96936 -1.60350 0.0 -0.1 0.0
H 4.28173 -1.87204 -3.05404 0.0 0.0 0.0
H 0.45195 2.21441 4.00892 0.0 0.0 0.0
H 2.45867 4.38721 1.19922 0.0 0.0 0.0
H 3.61832 -1.32492 3.75645 0.0 0.0 0.0
H -2.78089 0.91165 3.08381 0.0 0.0 0.0
C 2.98979 1.11912 1.41275 0.0 0.0 0.0
H 2.62343 0.02435 -1.31688 0.0 0.0 0.0
C 1.22058 -2.28686 2.72738 0.0 0.0 0.0
H -1.57389 -2.59058 3.41462 0.0 0.0 0.0
H -4.48640 0.53563 3.07912 0.0 0.0 0.0
H 1.10057 -1.99592 3.76778 0.0 0.0 0.0
H 1.56078 -0.09393 -4.44745 0.0 0.0 0.0
C 2.55917 -2.38246 2.20915 0.0 0.0 0.0
H 3.72052 -2.59015 0.48240 0.0 0.0 0.0
C -0.07856 1.61081 3.26838 0.1 0.1 -0.1
C 2.38685 4.60543 0.13086 0.0 0.0 0.0
H 2.11172 -2.57635 -3.26913 0.0 0.0 0.0
H 4.66100 -2.17704 2.61117 0.0 0.0 0.0
H 4.34549 0.25440 -1.57873 0.0 0.0 0.0
H 3.78836 0.27524 -4.13040 0.0 0.0 0.0
H -4.00293 -1.44767 1.58111 0.0 0.0 0.0
C -5.65360 -2.16146 -2.53751 0.0 0.0 0.0
C 3.66131 -1.66419 -2.18036 0.0 0.0 0.0
C -1.23644 -2.15500 2.46629 0.1 0.1 0.0
C -3.29872 -1.03736 2.31009 0.0 0.0 0.0
H 2.14227 5.66485 0.03432 0.0 0.0 0.0
C -0.81179 2.34105 -1.82406 0.1 0.0 0.1
C 2.71469 -2.55641 0.87645 0.0 0.0 0.0
H -0.14450 4.22551 0.97000 0.0 0.0 0.0
H -3.10776 -3.07925 -0.49897 0.0 0.0 0.0
C -3.74451 -2.45985 -1.12079 0.0 0.0 0.0
H -5.82725 -0.17300 -3.33611 0.0 0.0 0.0
C 3.43580 -0.15537 -2.02599 0.0 0.0 0.0
H -0.21963 0.88648 -3.64083 0.0 0.0 0.0
N -2.58664 1.54968 0.47323 0.0 0.0 0.0
C 0.58641 2.19813 -2.26242 0.0 0.1 0.0
H -4.47752 0.73680 0.55400 0.0 0.0 0.0
O 1.99244 1.49354 2.38066 -0.1 0.0 0.0
H -4.29703 2.22415 1.49324 0.0 0.0 0.0
C -3.57254 0.45609 2.48566 0.0 0.0 0.0
H 3.77441 -3.07228 3.84281 0.0 0.0 0.0
C -5.25694 -0.84514 -2.71095 0.0 0.0 0.0
C -4.87745 -2.97565 -1.73107 0.0 0.0 0.0
H 2.61629 2.97251 -1.99686 0.0 0.0 0.0
H 0.62192 -3.16687 -1.78459 0.0 0.0 0.0
C 0.76476 1.15905 2.11863 0.0 -0.1 0.1
C -4.11257 -0.39950 -2.06961 0.0 0.1 0.0
H 3.11236 1.94422 0.71315 0.0 0.0 0.0
N 1.78607 0.60927 -3.76392 -0.1 0.0 0.1
C 0.72794 1.23498 -3.23992 0.1 0.0 -0.1
N -3.38075 -1.19066 -1.28433 0.1 0.0 0.0
C 3.71676 -2.22913 3.15196 0.0 0.0 0.0
C 0.02230 3.70547 0.02988 0.0 0.0 0.1
H -0.47588 0.70733 3.74165 0.0 0.0 0.0
N -1.96184 -1.34186 1.82356 0.0 0.0 0.0
C 1.34659 3.74969 -0.53112 0.0 0.0 0.0
C 1.56566 -2.80915 -1.38241 0.1 0.0 0.0
H -0.94663 2.14505 2.87932 0.0 0.0 0.0
H -3.75416 0.61785 -2.18557 0.0 0.0 0.0
C -2.24073 2.74261 0.23473 0.0 0.0 0.0
H -2.82368 3.59288 0.60901 0.0 0.0 0.0
H 3.46223 1.67554 -3.15244 0.0 0.0 -0.1
H 4.21376 -2.03018 -1.32289 0.0 0.0 0.0
H -6.54005 -2.55332 -3.01669 0.0 0.0 0.0
H 3.36857 4.44887 -0.31582 0.0 0.0 0.0
H -3.47861 -1.54699 3.26507 0.0 0.0 0.0
O -0.71911 -3.36448 -0.05415 0.0 0.0 0.0

[3]
74
Properties=species:S:1:pos:R:3:forces:R:3 method="wB97M-V/def2-TZVPD" total_energy_ha=-12728.660522 molar_mass_g_mol=1131.253 total_charge=+1 homo_lumo_gap_ev=6.95 relative_energy_kj_mol=26.5
Br -3.71174 7.18769 2.57402 0.0 0.0 0.0
S -0.23083 -0.30682 -2.36447 -0.3 -0.1 -0.1
C -0.24430 -4.31015 -2.13948 0.0 0.0 0.0
C 1.16871 -0.14551 -4.66963 0.0 0.0 0.0
C 1.97089 1.82846 1.64418 0.0 -0.3 -0.1
H 0.08209 -4.55546 2.95012 0.0 0.0 0.0
Ta -1.05361 0.93587 0.90147 1.2 0.4 -0.1
C -2.17072 -2.04029 0.54434 0.2 0.1 0.1
Br -5.15218 6.44342 -0.31303 0.0 0.0 0.0
C 0.83787 3.15673 0.10067 0.0 -0.2 0.0
H -3.05107 -3.96309 0.62505 0.0 0.0 0.0
C 0.18831 -1.97371 -1.91761 0.1 0.1 0.0
H 2.29671 -0.08073 -6.48850 0.0 0.0 0.0
H 1.04508 -5.59402 -1.01155 0.0 0.0 0.0
C 3.02473 -2.03860 3.54205 0.1 0.0 0.0
H 3.83148 -1.33253 3.68951 0.0 0.0 0.0
C -3.12181 -0.51988 -0.95508 0.2 0.0 0.1
C -2.36681 0.25889 2.48602 -0.2 -0.1 0.1
C -4.03541 -2.70380 -0.82029 -0.1 0.0 0.0
H 2.14055 -5.25677 4.17960 0.0 0.0 0.0
H 2.24346 1.01246 -1.65248 0.0 0.0 0.0
C 0.90122 -3.86882 3.11990 0.0 -0.1 0.0
C -3.10419 -2.99669 0.14496 0.0 -0.2 0.1
C 1.18988 0.15720 -3.31660 0.0 0.0 0.0
N -1.21872 -2.49036 1.44281 -0.4 0.0 -0.2
C -2.37647 4.70934 2.27417 0.0 0.1 0.1
C 1.48369 -0.38861 2.26515 -0.4 -0.3 -0.1
H -0.81981 -5.12462 -2.56003 0.0 0.0 0.0
C -0.20616 -1.87051 1.89692 0.3 0.3 0.0
C 1.86989 -1.67458 2.87499 0.1 0.2 0.0
C -4.03274 -1.43862 -1.40086 -0.1 -0.1 0.0
C 2.27658 0.76246 -2.70556 0.1 0.0 0.0
H -3.11133 0.48638 -1.34611 0.0 0.0 0.0
O -0.05384 0.52064 -1.09151 -0.4 0.3 0.7
H 3.45946 4.85228 1.33138 0.0 0.0 0.0
C 2.88510 2.86456 1.85214 0.2 0.1 0.1
H 4.26716 0.97158 -5.43572 0.0 0.0 0.0
C 3.09780 -3.34414 4.00960 0.0 0.0 0.0
C -2.69714 3.22657 0.41775 0.2 -0.6 -0.2
C 2.05097 -4.24673 3.80144 0.0 0.0 0.0
N 2.24506 0.63177 2.28483 0.0 0.4 0.0
C 1.72117 4.18799 0.24200 0.1 0.1 0.0
C -3.30194 5.58206 1.69753 0.0 -0.1 -0.1
C 2.75668 4.04559 1.16725 0.1 0.1 0.0
Br -4.34522 3.54517 -1.81916 0.0 0.0 0.0
O -2.26401 2.03236 -0.09983 -0.7 0.9 -0.4
Br -1.47888 5.04664 3.88425 0.0 0.0 0.0
C -3.92020 5.26744 0.47447 0.1 0.0 0.1
H 3.97791 -3.66892 4.54920 0.0 0.0 0.0
C 2.29078 0.14578 -5.43059 0.0 0.0 0.0
H -1.38349 -2.77884 -3.14503 0.0 0.0 0.0
H 0.29532 -0.60184 -5.12227 0.0 0.0 0.0
N -3.04812 -0.11980 3.33819 0.1 0.1 -0.2
H 4.25013 1.52470 -3.02842 0.0 0.0 0.0
C 1.54663 -3.52644 -0.72131 0.0 0.0 0.0
C 0.83920 -2.56468 2.66948 -0.2 0.0 0.0
H 1.59791 5.08753 -0.34322 0.0 0.0 0.0
C -0.56215 -2.99735 -2.47096 0.0 -0.1 0.0
C 1.24127 -2.21678 -1.04350 0.0 0.0 0.0
N 0.93606 1.99933 0.80229 -0.1 -0.1 0.3
N 0.19812 -0.53181 1.71049 0.3 -0.4 0.1
H 1.81130 -1.39479 -0.62697 0.0 0.0 0.0
C 3.38860 1.05182 -3.48143 0.0 0.0 0.0
O -1.19695 2.59848 2.04146 -0.4 -0.3 -0.7
C -3.60737 4.07283 -0.17270 -0.1 0.1 -0.1
N -2.20628 -0.79734 0.00747 0.0 0.1 0.2
H 0.00410 3.22988 -0.58688 0.0 0.0 0.0
C 0.80272 -4.57067 -1.26742 0.0 0.1 0.0
H -4.75737 -3.44907 -1.12830 0.0 0.0 0.0
H 3.68203 2.69000 2.56096 0.0 0.0 0.0
H -4.74295 -1.15880 -2.16583 0.0 0.0 0.0
C 3.39687 0.73917 -4.83632 0.0 0.0 0.0
H 2.36554 -3.73507 -0.04415 0.0 0.0 0.0
C -2.08521 3.52419 1.62469 0.3 -0.4 0.3

[4]
21
Properties=species:S:1:pos:R:3:forces:R:3 method="wB97M-V/def2-TZVPD" smiles="C/C(Cl)=C(/Cl)[C@](C#N)(CC#N)P(O)O" total_energy_ha=-1792.657956 molar_mass_g_mol=253.025 homo_lumo_gap_ev=9.52
O 2.43387 1.28223 -1.43987 -0.2 -0.3 0.1
N 0.34018 3.46930 -0.24741 0.1 -0.2 -0.1
C -0.58836 -0.75285 1.73329 0.1 0.1 -0.3
C -2.00141 -0.35296 -1.04805 0.0 -0.4 0.1
N -2.83537 -1.10741 -0.81486 0.1 0.2 -0.1
C 0.23613 2.32694 -0.18324 -0.1 0.2 0.2
C -0.89487 0.54419 -1.35284 0.0 0.2 0.1
H 2.06740 1.09938 -2.31558 0.1 0.2 -0.1
H -0.33905 0.12903 -2.19746 0.0 0.0 0.0
H -0.74510 -2.83680 1.41953 0.0 0.0 0.0
C 0.04743 0.87293 -0.13309 -0.2 0.0 -0.1
Cl -1.24592 -1.03254 3.29815 0.0 0.0 0.2
C -0.53499 0.48517 1.23072 0.0 0.0 0.2
H -1.31801 1.47595 -1.72661 0.0 0.0 0.0
C -0.13467 -2.01165 1.06161 0.0 -0.1 0.2
H 0.90185 -2.23747 1.31524 0.0 0.0 0.0
H 0.87361 -1.24139 -1.66376 0.0 -0.1 -0.1
O 1.71488 -1.11253 -1.21220 -0.1 0.1 0.1
Cl -1.18233 1.79466 2.16261 0.0 0.0 0.0
H -0.24395 -1.96960 -0.01409 0.0 0.0 0.0
P 1.88504 0.24038 -0.30777 0.3 0.1 0.0

[5]
38
Properties=species:S:1:pos:R:3:forces:R:3 method="wB97M-V/def2-TZVPD" total_energy_ha=-780.700038 molar_mass_g_mol=239.323 homo_lumo_gap_ev=9.00 relative_energy_kj_mol=90.0
H 1.22218 4.52405 -0.14430 0.1 0.1 0.1
H 1.60243 3.36021 -1.41679 0.1 0.0 -0.1
O -1.82394 -2.65620 1.41116 -0.3 -0.2 0.2
H -1.51612 0.32823 0.61630 0.0 0.1 0.0
C -1.14403 -1.75644 0.95299 -0.1 0.3 0.0
H -1.07866 -4.74281 -1.84017 -0.1 0.0 0.1
C -0.10541 -3.34850 -0.50320 -0.4 -0.3 0.0
H 1.13500 -1.39143 -1.45157 -0.1 0.0 0.0
H 1.14995 2.57727 1.92929 0.1 0.1 0.0
H 2.39070 0.13320 -0.20557 0.0 0.0 0.0
H -1.79196 3.63748 0.09124 -0.1 0.1 0.0
H 2.02340 -1.17019 0.93969 0.0 0.0 -0.1
H -0.22296 1.89693 -0.67064 0.0 0.0 0.0
N -0.23033 -1.98967 -0.02387 0.1 -0.2 -0.2
C 0.13757 2.66236 0.02312 0.1 0.2 0.1
H 0.91499 -3.51639 -0.85785 0.0 0.0 0.0
C -1.12267 -3.67017 -1.61231 0.6 -0.7 0.8
H -1.53413 2.49445 1.40725 -0.1 -0.1 0.1
N 0.03957 -2.86046 -3.49658 1.4 0.1 -1.0
C 1.58956 -0.33847 0.36683 -0.1 0.0 -0.2
C 0.80226 3.76448 -0.80042 -0.2 -0.2 0.0
H 2.17289 2.17390 0.55439 0.0 0.1 0.0
H -0.06630 -0.16807 -1.04586 0.1 -0.1 -0.1
H -0.23622 0.97196 2.83430 0.0 -0.1 0.0
C 0.02150 0.15910 2.15261 0.0 0.0 0.0
N -0.91891 -2.90240 -2.80024 -2.5 0.8 0.5
H -0.31521 -4.01691 0.33659 0.1 0.0 -0.1
N 1.08095 0.62562 1.30094 0.1 -0.1 0.1
H -2.12520 -3.42759 -1.25601 0.2 -0.1 -0.1
H 0.41112 -0.67107 2.75730 -0.1 0.0 0.1
C 1.17688 2.02720 0.98263 -0.1 0.0 -0.2
N 0.82969 -2.65356 -4.27074 0.6 -0.2 -0.2
H -2.08590 -0.31978 2.16185 0.0 -0.1 -0.1
C -1.05201 3.24310 0.78517 0.1 -0.2 -0.2
H 0.07600 4.24176 -1.45478 0.0 0.1 -0.1
H -0.72070 4.05768 1.42653 0.0 0.1 0.1
C 0.57573 -0.94841 -0.62615 0.3 0.4 0.2
C -1.26169 -0.33050 1.44686 0.0 0.0 0.2

[6]
22
Properties=species:S:1:pos:R:3:forces:R:3 method="wB97M-V/def2-TZVPD" smiles=CCC[C@H](C)N.O total_energy_ha=-329.446431 molar_mass_g_mol=105.181 homo_lumo_gap_ev=10.33 relative_energy_kj_mol=160.6
C -0.39757 -1.08889 -0.04543 0.6 0.3 0.5
C 0.74682 1.37532 -0.74261 -0.3 0.3 1.1
H 0.48538 -0.42733 -1.89385 0.4 0.1 0.9
H -0.31484 -2.60301 -1.72301 0.1 0.4 -0.6
H 2.72942 1.52754 0.11816 -1.6 0.7 0.8
H 1.48802 1.15573 1.36538 -0.2 0.2 -0.2
H -1.72176 -2.81531 -0.55677 2.6 0.7 -0.4
H -1.86308 -0.18603 -1.05640 -0.7 -0.2 1.5
C -0.55757 -2.51056 -0.68007 -3.3 0.4 0.8
H -1.22470 0.78478 1.63036 0.9 -0.4 -0.5
H 1.32785 1.70758 -1.64238 -0.8 -0.3 0.6
H -1.22917 1.76588 2.64853 0.1 0.8 0.9
H 1.77300 -0.54701 -0.59912 -1.9 0.2 -0.2
C 1.65572 1.78501 0.48889 1.3 -1.6 -1.6
N -1.71349 -0.40840 -0.04519 0.3 1.0 -0.7
H -0.29436 1.89982 -0.75573 1.8 -1.1 0.1
H 0.01090 -1.11949 0.98485 -0.7 -0.4 -0.3
C 0.68445 -0.20033 -0.80087 0.2 -0.2 -2.0
H 1.59380 2.81357 0.78800 0.0 0.5 0.0
O -0.57864 1.19908 2.24203 -1.3 -0.4 -0.3
H -0.06462 -3.29271 -0.18329 1.1 -0.9 0.9
H -2.53556 -0.81522 0.45853 1.4 0.0 -1.1

| no. | HOMO (eV) |
| --- | --- |
| 1 | -9.816 |
| 2 | -10.185 |
| 3 | -10.729 |
| 4 | -9.596 |
| 5 | -8.196 |
| 6 | -9.408 |